Record 1
{"formula": "C7H11ClO", "method": "ωB97M-V with the def2-TZVPD basis set", "multiplicity": 3, "homo_energy_ev": [-4.256, -8.856], "energy_ev": -21998.6614, "species": ["C", "C", "C", "C", "C", "C", "C", "O", "Cl", "H", "H", "H", "H", "H", "H", "H", "H", "H", "H", "H"], "xyz": [[0.272, 0.254, -2.533], [0.294, 0.801, -1.316], [1.824, -0.348, 0.729], [-1.130, -1.523, 0.051], [0.923, 0.830, 1.007], [-1.543, -0.749, 0.974], [-0.104, 1.030, -0.031], [-1.230, 1.773, 0.198], [-3.201, -0.153, 1.055], [0.711, 0.631, -3.480], [2.887, -0.252, 1.217], [1.922, -0.484, -0.362], [1.475, -1.263, 1.227], [-0.039, -1.947, 0.186], [-1.572, -1.874, -0.864], [-0.177, -0.650, -2.571], [0.316, 0.836, 2.011], [1.452, 1.851, 1.089], [-1.218, -0.387, 1.866], [-1.861, 1.625, -0.454]]}



Record 2
{"formula": "C7H11CoNO5", "method": "ωB97M-V with the def2-TZVPD basis set", "multiplicity": 5, "charge": -1, "homo_energy_ev": [-4.159, -5.968], "energy_ev": -56792.8487, "species": ["Co", "O", "C", "C", "N", "C", "C", "O", "O", "C", "C", "O", "O", "H", "H", "H", "H", "H", "H", "H", "H", "H", "C", "H", "H"], "xyz": [[-0.921, -1.402, -0.150], [-1.397, 0.585, -1.648], [-0.427, 1.596, -1.458], [-0.071, 1.742, 0.026], [0.372, 0.475, 0.589], [1.702, 0.091, 0.122], [1.672, -0.549, -1.298], [2.613, -0.348, -2.055], [0.647, -1.251, -1.548], [0.325, 0.447, 2.045], [0.178, -1.026, 2.547], [0.567, -1.297, 3.673], [-0.383, -1.809, 1.727], [-0.992, -0.146, -2.142], [-0.858, 2.541, -1.813], [0.473, 1.395, -2.044], [-0.983, 2.039, 0.554], [0.689, 2.539, 0.138], [2.078, -0.699, 0.779], [2.416, 0.931, 0.153], [-0.566, 0.976, 2.396], [1.210, 0.910, 2.504], [-2.441, -2.379, -0.895], [-2.913, -2.223, -1.864], [-2.991, -3.139, -0.339]]}



Record 3
{"formula": "C7H11F4O3P", "method": "ωB97M-V with the def2-TZVPD basis set", "homo_energy_ev": -7.983, "energy_ev": -33736.6436, "species": ["C", "C", "C", "C", "C", "C", "C", "O", "O", "O", "F", "F", "F", "F", "P", "H", "H", "H", "H", "H", "H", "H", "H", "H", "H", "H"], "xyz": [[0.713, -0.063, 1.458], [-1.718, 1.173, -1.020], [0.518, 2.357, 2.406], [0.833, -2.799, -0.926], [1.305, 1.375, 1.540], [1.934, -1.769, -1.139], [-2.786, 0.047, -1.115], [-0.575, 0.555, -1.423], [1.350, 1.600, 0.099], [1.293, -0.571, -1.477], [-1.680, 1.681, 0.215], [-4.042, 0.442, -1.204], [-2.684, -0.820, -0.100], [-2.481, -0.718, -2.153], [0.629, 0.177, -0.277], [-0.106, -0.486, 2.032], [0.017, 2.911, 1.662], [-0.269, 1.958, 2.953], [1.146, 2.862, 3.097], [0.073, -2.555, -0.206], [0.208, -2.980, -1.754], [1.108, -3.788, -0.747], [-2.123, 1.959, -1.763], [2.222, 1.229, 1.938], [2.600, -2.114, -1.936], [2.516, -1.662, -0.158]]}



Record 4
{"formula": "C7H11N", "method": "ωB97M-V with the def2-TZVPD basis set", "smiles": "N[C@H]1C[C@@H]2[C@@H]3[C@H](C1)[C@H]23", "homo_energy_ev": -8.388, "energy_ev": -8920.6511, "species": ["N", "C", "C", "C", "C", "C", "C", "C", "H", "H", "H", "H", "H", "H", "H", "H", "H", "H", "H"], "xyz": [[-2.106, -0.259, 0.691], [-1.325, 0.214, -0.452], [-0.605, -1.167, -0.585], [0.823, -1.282, -0.066], [1.818, -0.209, -0.422], [1.117, 0.960, 0.135], [-0.396, 1.377, -0.360], [1.093, -0.171, 0.943], [-1.242, -0.953, 1.286], [-2.216, 0.747, 1.183], [-1.811, 0.536, -1.405], [-1.309, -1.895, 0.077], [-0.701, -1.387, -1.610], [1.311, -2.382, 0.023], [2.793, 0.088, -0.696], [1.822, 1.884, 0.348], [-0.158, 1.808, -1.330], [-0.848, 2.197, 0.420], [1.942, -0.105, 1.819]]}



Record 5
{"formula": "C7H11N", "method": "ωB97M-V with the def2-TZVPD basis set", "smiles": "C[C@H]1[C@H]2C=CCN[C@H]12", "homo_energy_ev": -8.496, "energy_ev": -8920.9333, "species": ["C", "C", "C", "C", "C", "C", "N", "C", "H", "H", "H", "H", "H", "H", "H", "H", "H", "H", "H"], "xyz": [[0.249, -2.573, -0.731], [-0.770, -1.470, -0.610], [-0.445, -0.411, 0.608], [0.698, 0.197, 1.392], [0.883, 1.503, 1.101], [-0.304, 2.174, 0.255], [-0.858, 1.319, -0.856], [-0.250, -0.036, -0.850], [-0.016, -3.124, 0.307], [0.230, -3.198, -1.789], [1.388, -2.449, -0.741], [-1.724, -1.737, -0.346], [-1.484, -0.151, 0.928], [1.575, 0.017, 2.030], [1.909, 2.137, 1.262], [-1.180, 2.568, 1.040], [0.060, 3.335, -0.088], [-0.826, 1.853, -1.777], [0.865, 0.046, -1.136]]}



Record 6
{"formula": "C7H11N", "method": "ωB97M-V with the def2-TZVPD basis set", "homo_energy_ev": -8.362, "energy_ev": -8921.1495, "species": ["C", "C", "C", "C", "C", "C", "C", "H", "H", "H", "H", "H", "H", "H", "H", "H", "H", "H", "N"], "xyz": [[-2.238, 0.202, -0.192], [-0.823, 0.046, 0.060], [0.271, 1.160, 0.090], [1.701, 0.892, 0.630], [2.171, -0.411, 0.034], [1.210, -0.987, -0.729], [0.233, 0.019, -0.978], [-2.594, 0.901, -1.033], [-3.201, 0.700, 0.514], [-2.688, -0.778, -0.359], [-0.468, -1.914, 0.625], [-1.840, -0.890, 1.674], [0.140, 2.215, -0.335], [2.110, 0.721, 1.757], [2.406, 1.595, 0.400], [3.026, -0.900, 0.185], [1.426, -1.701, -1.509], [-0.301, 0.106, -2.047], [-0.543, -0.977, 1.215]]}